A single C4H4N2O2 molecule at a distorted geometry, computed with ωB97M-V with the def2-TZVPD basis set.

CARTESIAN COORDINATES (ANGSTROEM)
C  -2.1520  -0.8961  -0.4994
N  -0.8568  -0.4958  -0.2960
O  -0.4567  -0.5285  0.9801
C  0.7841  0.1210  0.7690
C  1.9671  -0.6658  0.0660
N  3.0464  -0.7330  -0.6337
C  0.5995  1.4213  -0.0474
O  -0.4961  1.7878  -0.2959
H  -2.3592  -1.3714  -1.6650
H  -2.6338  -0.9049  0.5187
H  1.1244  0.4811  1.7229
H  1.4331  1.7843  -0.6193

Cartesian forces (eV/Å) of the 3 atoms listed first:
C 4.98 0.20 -0.25
N -6.41 -4.42 -4.57
O 1.66 1.48 0.47

2S+1: 1
F_max: 0.2185 hartree/bohr
HOMO level: -0.362 Ha
Molecular weight: 112.088 Da
LUMO: 0.003 hartree
Frontier orbital gap: 9.953 eV
Energy above the lowest of the compared OMol25 structures with the same formula, charge and spin: 696.00 kJ/mol
Electronic energy: -11281.32608 eV

These are the Löwdin partial charges, in e, on atoms 1 to 5: atom 1 (C): 0.04, atom 2 (N): -0.13, atom 3 (O): -0.08, atom 4 (C): -0.28, atom 5 (C): -0.06



A single C4H4N2O2 molecule at a distorted geometry, computed with ωB97M-V with the def2-TZVPD basis set.

CARTESIAN COORDINATES (ANGSTROEM)
N  2.0870  0.6867  -1.3645
C  1.9361  -0.2572  -0.6143
C  1.1477  -1.1403  0.2511
C  -0.1862  -1.0280  0.6413
C  -1.0958  -0.2703  -0.4454
O  -1.8909  -0.9668  -1.3204
N  -1.1447  1.0536  -0.3775
O  -0.3585  1.6425  0.5681
H  1.7798  -1.4894  1.3662
H  -0.9288  -1.3950  1.6085
H  -1.9199  1.6366  -0.5251
H  0.5742  1.5277  0.2121

Cartesian forces (eV/Å) of the 3 atoms listed first:
N -0.02 -4.83 3.80
C -1.99 4.07 -3.48
C 0.60 -0.58 6.97

2S+1: 1
F_max: 0.1486 hartree/bohr
HOMO level: -0.363 Ha
Molecular weight: 112.088 Da
LUMO: -0.027 hartree
Frontier orbital gap: 9.130 eV
Energy above the lowest of the compared OMol25 structures with the same formula, charge and spin: 641.15 kJ/mol
Electronic energy: -11281.89453 eV

These are the Löwdin partial charges, in e, on atoms 1 to 5: atom 1 (N): 0.16, atom 2 (C): -0.19, atom 3 (C): -0.14, atom 4 (C): 0.01, atom 5 (C): -0.37



Repeat the second record exactly.
A single C4H4N2O2 molecule at a distorted geometry, computed with ωB97M-V with the def2-TZVPD basis set.

CARTESIAN COORDINATES (ANGSTROEM)
N  2.0870  0.6867  -1.3645
C  1.9361  -0.2572  -0.6143
C  1.1477  -1.1403  0.2511
C  -0.1862  -1.0280  0.6413
C  -1.0958  -0.2703  -0.4454
O  -1.8909  -0.9668  -1.3204
N  -1.1447  1.0536  -0.3775
O  -0.3585  1.6425  0.5681
H  1.7798  -1.4894  1.3662
H  -0.9288  -1.3950  1.6085
H  -1.9199  1.6366  -0.5251
H  0.5742  1.5277  0.2121

Cartesian forces (eV/Å) of the 3 atoms listed first:
N -0.02 -4.83 3.80
C -1.99 4.07 -3.48
C 0.60 -0.58 6.97

2S+1: 1
F_max: 0.1486 hartree/bohr
HOMO level: -0.363 Ha
Molecular weight: 112.088 Da
LUMO: -0.027 hartree
Frontier orbital gap: 9.130 eV
Energy above the lowest of the compared OMol25 structures with the same formula, charge and spin: 641.15 kJ/mol
Electronic energy: -11281.89453 eV

These are the Löwdin partial charges, in e, on atoms 1 to 5: atom 1 (N): 0.16, atom 2 (C): -0.19, atom 3 (C): -0.14, atom 4 (C): 0.01, atom 5 (C): -0.37